Record 1
DFT (ωB97M-V/def2-TZVPD) results for C46H31F5MnN5O4P2S2Se2 as an isolated structure.

Summary:
Energy relative to the best compared isomer or geometry (same formula, charge and spin): 45.4 kcal per mole
Gap between HOMO and LUMO (alpha / beta): 3.9 / 7.2 eV
Charge: -1
Electronic energy: -279698.403 eV
Spin multiplicity: 6

Each line ends with the Mulliken spin population.
Element x y z (Å)
H  0.7846  3.4134  3.0982  0.00
C  2.3243  0.2877  -1.0413  -0.05
H  -3.4570  7.4267  4.4995  0.00
C  -0.1617  -3.6498  1.1964  0.10
C  4.7209  0.7811  -1.4328  0.00
N  -1.6210  0.9737  0.8811  -0.21
H  -4.6064  -2.3652  5.5058  0.00
H  -2.4517  3.8182  2.4405  0.00
C  -0.5730  2.4288  4.4391  0.00
C  -1.2572  3.6982  6.3659  0.00
N  -3.3124  -5.6304  1.3629  0.05
N  -0.6439  -1.5104  0.2175  0.17
H  5.1321  -2.5729  -3.4253  0.00
C  -0.6408  -0.5928  5.7281  0.00
C  0.2211  -2.4214  0.7568  0.06
C  -4.4567  1.4433  6.1088  0.00
O  1.2918  -0.4310  -1.3387  -0.03
H  -0.1830  0.2528  6.2273  0.00
H  0.5634  -4.3147  1.6446  0.03
C  1.6071  3.6850  -2.5766  0.02
C  -4.9673  4.3998  4.6428  0.00
O  7.1069  1.0720  -1.9668  0.00
O  7.3363  -0.9061  -3.1334  0.00
C  -4.5430  -0.4289  4.6002  0.00
C  3.6367  -0.0879  -1.6251  0.00
C  -1.3002  2.5302  5.6189  0.00
F  3.5775  6.1761  -0.8480  0.00
O  2.1997  1.2517  -0.2745  0.02
Se  -6.5549  1.9117  2.5623  0.00
C  -1.6050  -1.5924  3.7545  -0.01
C  -4.5514  -0.7984  6.9747  0.00
C  -4.4941  0.5706  7.1891  0.00
H  -5.8398  3.9175  5.0668  0.00
N  -3.7397  1.3393  0.8817  0.00
C  -4.1419  3.6903  3.7683  0.00
N  -2.7172  1.0712  0.1284  0.02
H  -0.4523  5.6781  6.5213  0.00
C  0.2505  4.6669  4.7620  0.00
F  3.4189  5.0188  -3.3023  0.00
H  -1.8320  3.7731  7.2813  0.00
C  -4.7131  5.7339  4.9161  0.00
C  8.0523  0.2086  -2.5924  0.00
C  -4.5743  -1.2970  5.6781  0.00
C  0.2123  3.4998  4.0142  0.00
H  4.5956  1.7002  -0.8770  0.01
C  -3.3213  1.4249  2.1710  0.00
C  -1.9790  -5.3148  1.6093  0.12
C  -3.6500  6.3804  4.2952  0.00
H  -0.4053  -1.8959  7.4107  0.00
C  2.5668  4.6525  -2.3356  0.00
C  -1.9443  1.1817  2.1765  0.06
H  -4.4700  0.9636  8.1985  0.00
H  2.9056  -1.9058  -2.4532  0.00
C  -0.7495  -1.8088  6.3871  0.00
S  -1.0631  -6.3642  2.5621  0.21
F  1.5889  3.1382  -3.7967  0.00
F  1.8464  5.4137  1.1146  0.00
C  5.9107  0.3995  -1.9834  0.00
C  -1.5204  -4.0731  1.0921  0.08
H  1.2492  -2.1031  0.8497  0.02
H  -4.5704  -0.8173  3.5882  0.00
C  -1.0718  -0.4817  4.4068  0.01
C  -2.8436  5.6873  3.4060  0.00
H  -1.3158  -3.8737  6.2325  0.00
H  -3.5225  -6.5903  1.5864  0.00
H  -5.3610  6.2769  5.5937  0.00
C  3.7738  -1.2733  -2.3309  0.00
C  -1.6888  -2.8112  4.4106  -0.03
C  -3.0848  4.3445  3.1436  0.00
C  -1.9318  -1.9105  0.0654  0.05
H  8.7722  -0.1467  -1.8523  0.00
C  1.7672  4.8566  -0.1021  -0.01
C  5.0059  -1.6506  -2.8753  0.00
H  -1.9165  -1.5218  2.7199  0.03
H  -1.8984  1.6974  5.9553  0.00
F  -0.0198  3.5734  0.6304  0.02
C  2.6527  5.2410  -1.0913  -0.01
Se  1.2204  0.6121  2.4398  0.05
S  -0.5017  2.0355  -1.9480  -0.10
C  -4.4803  0.9486  4.8092  0.00
Mn  -0.0575  0.4287  -0.2163  4.15
H  -3.4477  -3.3300  0.3342  0.04
C  -2.3919  -3.1320  0.4593  0.10
H  -4.3930  2.5084  6.2861  0.00
C  -1.2628  -2.9176  5.7266  -0.02
P  -0.6343  0.9499  3.4004  -0.01
H  -3.6983  -5.3228  0.4838  0.00
C  0.6954  3.2782  -1.6107  0.01
H  8.5506  0.7417  -3.4004  0.00
C  6.0505  -0.7833  -2.6840  0.00
H  -2.0200  6.1861  2.9102  0.00
H  0.8527  5.4998  4.4208  0.00
H  -2.6082  -1.1848  -0.3653  0.00
C  0.8078  3.9032  -0.3734  0.00
H  -2.0560  -3.6824  3.8822  0.02
H  -4.5689  -1.4791  7.8167  0.00
C  -0.4828  4.7661  5.9376  0.00
P  -4.6023  1.9907  3.3292  0.00


Record 2
DFT (ωB97M-V/def2-TZVPD) results for C46H34Br2IN2O3P2V as an isolated structure at a distorted geometry.

Summary:
Energy relative to the best compared isomer or geometry (same formula, charge and spin): 22.7 kcal per mole
Gap between HOMO and LUMO (alpha / beta): 4.6 / 4.8 eV
Charge: -1
Electronic energy: -249832.327 eV
Spin multiplicity: 2

Each line ends with the Mulliken spin population.
Element x y z (Å)
H  5.0327  1.6586  -1.0816  0.00
C  -2.2551  2.1010  0.1248  0.03
C  2.4216  -1.9327  2.0996  0.01
H  0.8046  0.9456  -5.2300  0.00
C  0.4007  3.3506  -2.8885  -0.01
C  -0.4030  -5.6999  0.8977  0.00
O  0.0220  2.4913  0.3080  -0.06
C  0.3466  -5.1043  -1.3277  0.00
C  2.9571  0.9625  -0.8723  0.00
C  -0.7672  -2.9518  -4.7196  0.00
C  1.7981  -1.0206  2.9434  0.00
H  3.6936  -3.6465  1.9574  0.00
H  2.0191  -1.1124  -4.2379  0.00
C  -0.1802  -3.3800  0.2776  0.00
H  0.3202  5.1624  -5.7388  0.00
C  3.4515  -3.0029  3.9826  0.00
H  3.0921  -2.0898  5.8863  0.00
C  -1.3785  1.6774  3.4181  0.01
C  -1.1501  2.9971  0.2569  -0.01
H  0.1388  5.4340  -3.2879  0.00
H  0.6669  -5.4029  -2.3147  0.00
H  -1.8838  -0.5737  -2.5843  0.00
C  -3.5968  2.5555  0.0755  -0.03
C  -2.5050  1.8655  4.1975  0.00
C  0.2402  -3.7737  -1.0014  0.00
C  -0.9986  -0.4479  4.4582  0.00
H  2.5767  -0.7656  -2.0591  0.00
H  1.6552  -0.3177  4.9651  0.00
C  2.7145  1.5359  1.2441  -0.02
H  -3.7286  1.0627  5.7632  0.00
H  4.7464  2.3502  1.4939  0.00
H  0.6866  2.9163  -6.6965  0.00
O  0.1614  -1.1259  -0.2501  0.00
C  0.5842  2.0781  -3.4212  0.00
P  0.6713  0.2587  2.2794  -0.02
P  0.6641  0.6663  -2.2599  -0.03
C  0.2977  4.4551  -3.7155  0.00
C  3.2313  -2.9271  2.6187  0.00
C  4.1542  1.5192  -0.4779  -0.01
C  1.9072  1.6668  2.5020  0.02
H  -5.6373  1.8372  -0.0545  0.01
C  -2.0902  -0.2340  5.2795  0.00
Br  -5.5643  4.6555  0.0170  0.00
C  0.9876  -1.4199  -4.1503  0.00
C  0.0383  -6.0577  -0.3683  0.00
H  2.2592  -1.8691  1.0327  0.00
C  2.0785  -1.0657  4.3067  0.00
O  -0.5630  -1.6097  1.8006  -0.01
C  0.5933  3.0385  -5.6257  0.00
C  -4.5925  1.5648  -0.0079  0.09
H  -2.6717  -2.5678  -3.8212  0.00
H  1.3746  2.6247  2.5206  0.00
H  -3.1222  2.7432  4.0540  0.00
N  -1.8890  0.8087  0.0830  0.01
H  -0.6489  -6.4633  1.6225  0.00
H  -2.5515  -1.1419  0.0534  0.02
V  0.1871  0.6869  0.0733  0.86
C  3.9992  1.8828  0.8801  0.00
C  0.1191  -0.7145  -3.3229  0.00
H  0.4728  -3.0114  -1.7296  0.00
H  4.0635  -3.7953  4.3877  0.00
C  0.3959  4.3012  -5.0890  0.00
H  2.5358  1.5928  3.3955  0.00
C  -0.5226  -4.3664  1.2145  0.00
H  3.0448  0.6918  -3.0133  0.00
H  0.3516  3.4649  -1.8162  0.02
C  -0.6123  0.5211  3.5380  -0.01
Br  -0.0011  5.5973  0.5210  0.00
C  -2.8520  0.9150  5.1467  0.00
H  -1.1081  2.4240  2.6817  0.00
C  0.6739  1.9304  -4.8019  0.00
H  -1.0976  -3.8430  -5.2343  0.00
C  0.5447  -2.5288  -4.8479  0.00
C  -0.2124  -1.9592  0.6351  0.02
C  -2.8579  -0.1044  0.0418  0.07
H  1.2356  -3.0681  -5.4815  0.00
C  2.8961  -2.0541  4.8226  0.00
C  2.4889  0.3298  -2.1408  0.02
H  -0.8829  -4.0580  2.1848  0.00
H  -2.9376  5.9026  0.2904  0.00
C  -1.4520  4.3687  0.3306  0.04
C  -1.6462  -2.2402  -3.9174  0.00
H  -4.9464  -0.5418  -0.0356  0.00
C  -4.2019  0.2385  -0.0035  -0.04
H  -2.3593  -0.9806  6.0162  0.00
C  -2.7464  4.8406  0.2494  0.00
H  -0.4582  -1.3797  4.5051  0.00
C  -3.7948  3.9465  0.1215  0.04
I  0.1849  -8.1095  -0.8745  0.00
N  2.0951  0.9658  0.1760  0.00
C  -1.2070  -1.1231  -3.2291  0.00


Record 3
DFT (ωB97M-V/def2-TZVPD) results for C46H34F4N10OPRbS as an isolated structure at a distorted geometry.

Summary:
Gap between HOMO and LUMO (alpha / beta): 5.0 / 5.7 eV
Electronic energy: -96845.628 eV
Spin multiplicity: 1

Each line ends with the natural charge from an NBO analysis.
Element x y z (Å)
H  4.7738  0.2317  4.1233  0.25
N  -2.2993  4.2648  -2.1575  -0.47
H  -2.1000  -1.1637  -4.5256  0.23
F  3.2133  -3.2549  -8.0363  -0.29
C  2.8672  -1.3714  -4.9603  -0.01
Rb  0.3909  -0.0591  -0.1432  0.89
C  -3.0004  -4.5906  -1.5621  -0.18
N  -0.7588  1.5435  2.4970  -0.50
H  -1.6055  5.4696  -3.7288  0.20
H  -0.6192  -0.2750  2.1375  0.50
C  -1.5659  1.5659  -2.4915  -0.09
H  -2.6959  1.7349  1.8300  0.20
H  -3.3608  -4.3501  -2.5563  0.22
C  -1.1926  4.8775  -2.9124  -0.08
F  4.6537  -2.5245  -6.0013  -0.29
H  -0.8988  0.7963  -2.8938  0.21
C  -1.7189  3.4712  -1.0728  -0.08
O  -0.2670  -1.1915  2.0719  -0.62
H  -0.9706  -4.9218  -6.0730  0.23
H  2.5628  -4.3929  -3.6993  0.23
C  -1.6901  -4.0347  0.3705  -0.09
S  2.6961  1.4502  4.5096  0.46
C  -1.2031  -3.7428  -4.2976  -0.24
C  -2.2534  3.2308  3.3040  -0.26
C  1.5057  -4.2177  -3.8676  -0.20
H  3.8610  -0.6474  1.8100  0.25
H  -4.0919  0.0253  -5.3361  0.22
H  -1.1744  4.1358  -0.4007  0.20
C  1.2609  -2.1822  -7.2513  -0.16
H  -0.6385  5.5398  -2.2457  0.20
H  -0.3675  2.2092  -4.7316  0.21
C  -2.9237  -1.5583  -2.5738  -0.34
H  1.2790  -3.0037  -2.1145  0.21
N  6.0227  -1.7533  -3.2063  -0.34
H  -3.2238  -7.0369  0.7696  0.22
C  3.8080  0.4396  3.6808  -0.38
H  -1.4614  4.5390  4.8118  0.23
H  -4.0924  -6.4319  -1.4757  0.22
H  -3.8308  2.8721  -2.5184  0.20
H  -2.2563  -3.5613  -4.4860  0.22
C  3.3817  -2.1389  -6.0335  0.29
C  -0.4770  -4.5133  -5.1963  -0.20
C  -0.5838  -3.2037  -3.1685  -0.26
C  -2.1238  -3.7162  -0.9212  -0.29
N  -2.1354  2.3151  -3.6108  -0.47
H  0.8297  3.7533  -1.6869  0.20
C  -2.0677  -5.2443  0.9577  -0.18
H  0.7576  3.4287  4.8223  0.23
P  -1.4123  -2.2629  -1.8246  0.80
C  4.9542  -1.4367  -3.5143  0.29
C  -2.9261  -6.1064  0.3010  -0.20
C  2.0229  0.5158  2.3036  0.18
C  -2.9584  -1.0492  -3.8691  -0.24
H  -5.9812  -0.4981  -1.5249  0.22
N  -1.1187  -1.8787  1.2267  -0.16
C  -5.1359  -0.6535  -2.1849  -0.21
C  -0.9058  -2.2355  -8.5069  0.27
C  0.7793  -3.4371  -2.9750  -0.24
C  2.9871  -0.3639  -2.7039  0.39
N  -1.9957  -1.9145  -8.7212  -0.31
C  2.6286  -2.5234  -7.0993  0.40
C  1.5167  -0.9912  -5.1462  0.28
C  1.5039  1.3161  3.2564  -0.40
C  -4.0205  -1.3430  -1.7287  -0.23
C  3.6040  -1.0419  -3.7849  -0.44
C  -4.0805  -0.3633  -4.3243  -0.12
H  -1.4481  3.5462  -5.1608  0.20
C  0.7673  -1.3608  -6.2124  0.39
C  3.3218  -0.0071  2.4971  -0.35
F  -0.4979  -0.9511  -6.2448  -0.30
C  -1.9512  2.1504  2.5001  0.07
H  -1.6972  -5.4923  1.9479  0.22
C  -1.0352  2.9727  -4.3317  -0.08
C  0.4499  -2.6570  -8.3087  -0.28
C  -1.2689  3.6954  4.1617  -0.14
C  0.1987  1.9995  3.3202  0.20
C  0.2678  3.0912  -2.3474  -0.08
H  -3.9927  -1.7196  -0.7110  0.22
H  -0.0994  -3.5466  1.8354  0.19
H  -2.3786  1.0854  -1.9411  0.21
N  1.1525  -4.5196  -9.9623  -0.30
F  0.9135  -0.2409  -4.2151  -0.32
N  -0.2704  3.8761  -3.4608  -0.46
C  0.8742  -3.6689  -9.2310  0.28
C  -0.8721  -3.1209  1.1957  0.07
C  -3.4091  -5.7675  -0.9579  -0.20
H  -2.5254  2.9926  -0.5152  0.19
H  -3.2322  3.6924  3.2610  0.23
C  -3.0160  3.3523  -3.0626  -0.08
H  0.9437  2.3286  -2.7357  0.21
N  -0.8009  2.4306  -1.5655  -0.51
C  -0.0329  3.0763  4.1719  -0.23
C  -5.1680  -0.1670  -3.4882  -0.24
C  0.8752  -4.7579  -4.9800  -0.21
H  1.4384  -5.3577  -5.6886  0.23
H  -6.0406  0.3665  -3.8484  0.22
H  -3.4364  3.9315  -3.8839  0.20
N  2.5250  0.1611  -1.7780  -0.51


Record 4
DFT (ωB97M-V/def2-TZVPD) results for C46H35F5N2O5PbS5 as an isolated structure at a distorted geometry.

Summary:
Energy relative to the best compared isomer or geometry (same formula, charge and spin): 13.6 kcal per mole
Gap between HOMO and LUMO: 4.8 eV
Charge: -2
Electronic energy: -134499.790 eV
Spin multiplicity: 1

Each line ends with the Löwdin charge.
Element x y z (Å)
F  -2.6900  -4.2763  1.7160  0.09
C  -2.7252  -1.5783  6.2175  -0.08
C  -3.8000  3.8247  5.6746  -0.08
H  -1.5221  4.3637  2.4467  0.11
C  2.7078  1.4664  -2.4375  -0.15
H  -3.0271  -1.9966  -2.6889  0.03
H  3.7677  4.6651  -2.1272  0.08
S  1.4863  -1.6601  0.4090  0.55
C  0.3594  3.6701  5.0375  -0.02
H  -3.5554  -0.1443  0.3672  0.08
S  0.8422  0.6549  2.3639  0.91
C  -1.3913  -4.3222  1.3524  -0.14
H  -6.1084  4.1595  0.6624  0.11
C  -2.9306  3.2366  1.3107  -0.32
C  -5.1011  4.2114  1.0527  -0.04
C  0.6529  -5.5367  1.1259  -0.15
C  -1.0289  3.7209  5.2868  -0.17
H  -3.4116  5.5944  6.8309  0.09
O  -0.6849  -0.4582  -5.8673  -0.43
C  -2.6963  -0.3471  4.1386  -0.13
C  -2.9731  4.7996  6.2418  -0.10
O  2.1410  1.2965  2.1824  -0.49
H  -5.2748  -1.1444  -2.2925  0.05
C  1.6686  -2.9407  5.1053  -0.28
H  -0.9741  5.5030  6.4886  0.11
H  -3.9028  2.0573  4.4873  0.12
C  1.1299  -0.7012  3.5509  -0.35
C  -3.5984  -1.2887  3.5727  -0.15
C  -3.9448  -1.1787  2.2090  0.00
C  -2.5284  4.3241  2.0634  -0.07
F  1.3305  -6.7057  1.2061  0.08
O  -1.2110  0.3720  -3.6389  -0.57
H  -4.0093  -3.2986  6.2858  0.10
H  -3.1100  6.1956  2.9116  0.11
C  -2.1697  0.6866  3.3163  -0.17
H  -4.9817  -1.5001  -0.7085  0.02
H  -1.5392  0.1568  5.8828  0.12
C  -1.6154  4.7490  6.0516  -0.04
H  -2.3549  -1.7323  7.2229  0.10
C  -4.7096  5.3163  1.7971  -0.28
H  -5.6593  6.7495  3.0724  0.07
C  1.3159  -4.3698  0.7948  -0.24
S  0.8472  -1.5958  -3.7347  0.18
H  -4.8711  3.8783  5.8193  0.10
O  -1.9281  -1.8541  -4.3190  -0.45
Pb  -0.0070  -0.3357  -1.6418  0.91
C  1.9780  -4.1766  5.8989  -0.06
C  0.4645  -2.8258  4.4239  -0.03
C  -0.7288  -3.1729  0.9750  -0.25
H  3.5317  -1.9869  5.5384  0.11
C  -3.6514  -2.4810  5.6746  -0.09
O  -2.1263  1.5058  -0.4563  -0.54
H  1.6445  4.8037  -0.8670  0.08
C  -4.0808  -2.3390  4.3832  -0.03
H  -4.5924  -1.9272  1.7800  0.12
C  -1.2951  1.7208  3.8917  -0.17
S  -1.7197  1.9280  0.8841  0.98
C  -3.4185  5.3524  2.3113  -0.04
C  3.1447  3.7860  -2.0058  -0.14
S  -0.9175  -0.8138  -4.4795  0.00
C  0.6537  -3.1272  0.6998  -0.56
H  -4.7719  -3.0535  3.9575  0.11
F  2.6427  -4.4543  0.5901  0.06
F  -1.4205  -2.0214  0.9660  0.03
H  2.6460  -4.8228  5.3287  0.08
C  0.0560  1.7498  3.6252  -0.26
C  -2.5061  0.7220  1.9873  -0.28
C  2.5925  -1.9066  5.0082  -0.04
C  -2.2664  -0.5285  5.4706  -0.02
H  -6.6525  6.2233  1.6923  0.07
H  -0.7476  -1.6231  3.1379  0.10
C  1.1458  2.7440  -1.1913  -0.16
C  -3.3855  -0.2057  1.4291  -0.06
H  1.0003  4.4110  5.4939  0.11
H  3.0695  -0.0184  4.0976  0.11
N  -3.3292  -1.5918  -1.7996  -0.07
C  -1.8698  2.7271  4.7160  -0.13
H  -3.0481  -0.6077  -1.8498  0.02
C  -4.2169  3.1761  0.8093  -0.05
C  2.3340  -0.7987  4.2220  -0.06
H  -0.2566  -3.6300  4.4690  0.12
C  0.1878  -1.7068  3.6614  -0.09
C  3.5236  2.5779  -2.5618  -0.13
F  -1.3487  -6.6721  1.7760  0.07
H  1.9269  2.6908  3.9465  0.11
C  -0.7086  -5.5324  1.4111  -0.14
C  0.8789  2.7160  4.2050  -0.05
H  4.4564  2.5071  -3.1066  0.08
C  -3.2616  2.8041  4.9344  -0.01
C  1.9529  3.8632  -1.3094  -0.13
N  -4.7460  -1.7579  -1.6655  -0.10
C  1.4922  1.5183  -1.7579  -0.29
H  -4.5090  2.3258  0.2139  0.11
H  3.0200  0.5355  -2.8877  0.07
H  -5.3084  7.3371  1.4478  0.08
H  1.0672  -4.7334  6.1101  0.07
H  2.4722  -3.9268  6.8371  0.07
H  0.2125  2.8439  -0.6489  0.04
C  -5.6441  6.4704  2.0192  -0.06